Computed, not measured: a 2-piece molecular cluster, C4H14NOSi overall in a non-equilibrium geometry, with wB97M-V/def2-TZVPD.

energy relative to the best compared isomer or geometry (same formula, charge and spin)	392.6	kJ/mol
LUMO energy	-5.27	eV
highest occupied orbital energy	-0.504	Ha
total charge	+1

Bonds (Å) are listed after each position.
Atoms and positions in Å:
1 C -3.209 -0.730 -0.766  C3 1.567, H8 1.190, H9 1.013, H10 1.014
2 C 4.482 0.805 -0.151  O6 1.423, H11 1.182, H12 1.032, H13 1.057
3 C -2.618 -0.343 0.632  C1 1.567, C4 1.541, H14 1.089, H15 1.161
4 C -1.600 0.809 0.735  C3 1.541, N5 1.493, H16 1.153, H21 1.228
5 N -0.360 0.533 -0.050  C4 1.493, H17 0.999, H19 1.011
6 O 3.420 -0.116 -0.368  C2 1.423, Si7 1.557
7 Si 2.205 -1.000 0.040  O6 1.557, H18 1.451, H20 1.530
8 H -4.065 0.000 -1.155  C1 1.190
9 H -2.549 -0.885 -1.519  C1 1.013
10 H -3.639 -1.648 -0.781  C1 1.014
11 H 4.378 1.228 0.948  C2 1.182
12 H 4.294 1.545 -0.846  C2 1.032
13 H 5.473 0.454 -0.035  C2 1.057
14 H -3.340 0.037 1.353  C3 1.089
15 H -2.119 -1.336 0.969  C3 1.161
16 H -1.530 0.991 1.871  C4 1.153
17 H -0.491 -0.254 -0.651  N5 0.999
18 H 1.269 -1.248 1.120  Si7 1.451
19 H -0.313 1.354 -0.638  N5 1.011
20 H 2.477 -2.027 -1.061  Si7 1.530
21 H -2.166 1.830 0.352  C4 1.228